# 1
DFT (ωB97M-V/def2-TZVPD) results for C4H11N5 in the gas phase.

Each line ends with the Mulliken charge.
Positions of all 20 atoms, in Å:
C  -1.53138  0.97278  0.01555  -1.070
C  -1.34077  -1.04327  -1.40154  -0.901
N  -0.63725  0.01234  -0.65156  0.163
N  1.17199  0.28013  1.12307  -0.034
C  0.66905  0.42999  -1.30560  -0.082
C  0.66819  -0.64370  0.15244  0.609
N  1.79362  -0.33741  2.23534  -0.671
N  0.94333  1.62339  -1.60133  -0.709
N  0.61716  -1.90721  0.26711  -0.714
H  1.71996  1.01900  0.70157  0.290
H  2.80455  -0.31922  2.15473  0.209
H  1.50780  0.13899  3.08009  0.228
H  0.14072  2.26699  -1.58241  0.226
H  1.23758  -2.21553  1.00989  0.322
H  -2.19411  0.42904  0.68813  0.367
H  -0.93089  1.67421  0.58980  0.363
H  -2.12913  1.50985  -0.72265  0.380
H  -0.60598  -1.65111  -1.92180  0.338
H  -2.00760  -0.56641  -2.12150  0.353
H  -1.89684  -1.67284  -0.70933  0.335

Forces on atoms 1 to 2 (eV/Å):
0.15 -0.12 -0.11
0.13 0.13 0.12

Properties
Spin multiplicity: 1

---

# 2
DFT (ωB97M-V/def2-TZVPD) results for 2 unconnected molecules or ions with the total composition C4H11NO in a non-equilibrium geometry.

Each line ends with the Mulliken charge.
Positions of all 17 atoms, in Å:
C  -1.93630  -2.70207  -0.90693  -0.741
C  -1.49762  -1.49602  -0.33101  0.084
N  -2.39429  -0.36186  0.01746  -0.468
H  -1.06963  -3.29042  -1.43096  0.174
H  -2.93166  -2.99697  -1.15028  0.303
H  -0.51876  -1.43390  0.15716  0.220
H  -3.26234  -0.73220  -0.01420  0.186
H  -2.23031  0.09638  0.85093  0.233
C  1.84056  0.80157  -0.24887  -0.901
C  1.59251  2.09182  0.44164  -0.134
O  1.99186  1.99861  1.80733  -0.536
H  2.19075  1.08490  -1.35629  0.255
H  0.90654  0.25265  -0.42281  0.072
H  2.55547  0.08216  -0.01988  0.462
H  2.20616  2.92504  0.00574  0.201
H  0.66567  2.57786  0.53032  0.309
H  1.89138  1.10248  2.07064  0.283

Forces on atoms 1 to 2 (eV/Å):
4.09 2.22 -0.13
-2.65 -1.11 0.69

Properties
Spin multiplicity: 1
Structure (SMILES): C=CN.CCO

---

# 3
DFT (ωB97M-V/def2-TZVPD) results for 2 unconnected molecules or ions with the total composition C4H11NO.

Each line ends with the Mulliken charge.
Positions of all 17 atoms, in Å:
C  0.94159  1.31392  0.16334  -0.596
C  -0.08317  0.38269  0.83097  -0.446
C  -0.03939  -0.78040  -0.14561  -0.798
N  1.38317  -0.97391  -0.47426  -0.450
C  2.04829  0.32644  -0.19115  -0.545
H  0.47704  1.77334  -0.71343  0.265
H  1.28104  2.15486  0.76713  0.332
H  -1.07886  0.80113  0.90790  0.367
H  0.34374  0.10696  1.79308  0.264
H  -0.59040  -0.50701  -1.06158  0.363
H  -0.58602  -1.68131  0.15223  0.389
H  1.44991  -1.16050  -1.46661  0.297
H  2.74186  0.61408  -0.97796  0.344
H  2.66910  0.20762  0.70132  0.237
O  -3.41572  -0.21680  -0.06647  -0.639
H  -3.98978  -0.76198  -0.61154  0.301
H  -2.52439  -0.55598  -0.24020  0.315

Forces on atoms 1 to 2 (eV/Å):
-0.35 0.37 -0.34
0.67 0.19 -0.52

Properties
Spin multiplicity: 1
Structure (SMILES): C1CCNC1.O

---

# 4
DFT (ωB97M-V/def2-TZVPD) results for 2 unconnected molecules or ions with the total composition C4H11NO in a non-equilibrium geometry.

Each line ends with the Mulliken charge.
Positions of all 17 atoms, in Å:
C  0.82446  -0.68750  -2.05494  -1.028
N  0.21821  0.29741  -1.12075  -0.323
C  0.87192  0.11221  0.11447  -0.411
C  0.05357  0.93417  1.08036  -0.745
C  -1.12235  0.22221  1.79436  -0.743
O  -2.01650  -1.16440  -0.49734  -0.369
H  1.80766  -0.43724  -2.43392  0.309
H  0.73405  -1.67563  -1.75126  0.409
H  0.06931  -0.65745  -2.86629  0.374
H  -0.74258  0.06995  -0.91214  0.350
H  1.00343  -0.95767  0.45040  0.298
H  1.91477  0.49917  0.08722  0.430
H  0.73792  1.38508  1.83034  0.349
H  -0.29674  1.77745  0.45485  0.317
H  -1.67299  1.00671  2.27494  0.315
H  -0.88132  -0.48747  2.57941  0.294
H  -1.50282  -0.23700  0.97028  0.176

Forces on atoms 1 to 2 (eV/Å):
-2.84 2.05 -2.37
2.32 -2.56 -0.99

Properties
Spin multiplicity: 1

---

# 5
DFT (ωB97M-V/def2-TZVPD) results for C4H11NO in the gas phase in a non-equilibrium geometry.

Each line ends with the Mulliken charge.
Positions of all 17 atoms, in Å:
C  -0.74189  -1.78153  -1.73685  -1.067
C  -1.48759  -0.66691  -1.03957  -0.286
O  -0.46238  0.29982  -0.46532  -0.349
C  0.53710  -0.07610  0.52505  -0.422
N  1.51385  0.91864  0.90149  -0.325
C  0.92481  2.10681  1.51615  -0.781
H  -0.19534  -2.34227  -0.96376  0.340
H  -1.43713  -2.53477  -2.03456  0.411
H  -0.30233  -1.32599  -2.67727  0.237
H  -1.95110  -1.02414  -0.12053  0.288
H  -2.19956  -0.18266  -1.70400  0.292
H  -0.02985  -0.48986  1.37228  0.298
H  1.14420  -0.80437  -0.01799  0.308
H  2.37871  0.55063  1.29250  0.240
H  0.41791  1.83775  2.47010  0.273
H  1.61639  2.90768  1.89300  0.311
H  0.27420  2.60728  0.78930  0.232

Forces on atoms 1 to 2 (eV/Å):
-0.47 0.67 -0.29
2.59 0.02 2.42

Properties
Spin multiplicity: 1
Structure (SMILES): CCOCNC

---

# 6
DFT (ωB97M-V/def2-TZVPD) results for a molecular structure, C4H11NO in a non-equilibrium geometry.

Each line ends with the Mulliken charge.
Positions of all 17 atoms, in Å:
C  -0.29473  -0.53316  -0.38283  -0.352
C  -0.40902  1.05864  -0.53024  -0.652
C  -1.53301  1.31349  0.35157  -0.214
C  -1.37177  1.59126  1.65964  -0.688
N  0.63479  -1.40830  -1.28328  -0.749
H  -0.38668  -0.76262  0.76070  0.382
H  -1.27910  -0.89510  -0.74538  0.328
H  0.58874  1.36537  -0.31082  0.479
H  -0.61777  1.20569  -1.60393  0.324
H  -2.48782  1.09216  -0.10597  0.318
H  -0.38181  1.68786  2.13471  0.279
H  -2.30689  1.75224  2.16919  0.259
H  0.83087  -0.73747  -2.07907  0.246
H  0.88299  -0.67160  -0.36110  0.049
H  2.99599  -2.73456  0.18441  0.304
H  2.35674  -1.50139  -0.31353  0.362
O  2.77847  -1.82251  0.45592  -0.676

Forces on atoms 1 to 2 (eV/Å):
-7.01 0.07 0.30
0.81 -3.19 -1.67

Properties
Spin multiplicity: 1

---

# 7
DFT (ωB97M-V/def2-TZVPD) results for 2 unconnected molecules or ions with the total composition C4H11NO in a non-equilibrium geometry.

Each line ends with the Mulliken charge.
Positions of all 17 atoms, in Å:
C  -0.99749  -0.05170  -2.24118  -1.089
C  0.22023  0.24837  -1.43157  0.743
N  0.22043  1.44494  -0.75452  -0.392
O  1.11767  -0.54577  -1.24611  -0.605
H  -1.75733  -0.41461  -1.54514  0.260
H  -0.96872  -0.87523  -2.94166  0.330
H  -1.49841  0.80797  -2.68818  0.332
H  1.12527  1.79461  -0.49637  0.240
H  -0.51925  2.11322  -0.84005  0.179
C  0.47594  -1.03805  2.48044  -0.657
C  -0.76794  -0.14613  2.63256  -0.799
H  0.29489  -2.11009  2.55271  0.285
H  0.82981  -0.91695  1.44938  0.099
H  1.29296  -0.73463  3.13095  0.276
H  -0.62396  0.84552  2.22388  0.233
H  -0.90002  -0.01693  3.71218  0.309
H  -1.66474  -0.59964  2.21351  0.258

Forces on atoms 1 to 2 (eV/Å):
-1.62 -0.08 0.27
0.24 -0.13 0.54

Properties
Spin multiplicity: 1
Structure (SMILES): CC(N)=O.CC

---

# 8
DFT (ωB97M-V/def2-TZVPD) results for C4H11NO in the gas phase in a non-equilibrium geometry.

Each line ends with the Mulliken charge.
Positions of all 17 atoms, in Å:
C  0.61368  -0.62405  -1.22442  -1.169
C  -0.26325  0.61532  -0.56994  0.285
C  0.70947  1.96120  -0.18947  -1.118
N  -0.99249  0.15146  0.58277  -0.458
C  -0.61457  -1.06899  1.35772  -0.649
O  -0.94114  -2.33714  0.75152  -0.513
H  1.69130  -0.20949  -1.54759  0.268
H  0.85113  -1.42677  -0.52264  0.349
H  0.06940  -1.07052  -2.02795  0.382
H  -0.96444  0.61886  -1.39533  0.248
H  -0.01680  2.85249  0.00780  0.309
H  1.28568  1.65193  0.77021  0.309
H  1.34858  2.26901  -1.06376  0.364
H  -0.87146  0.86670  1.35697  0.283
H  0.42592  -0.99273  1.20632  0.475
H  -0.83279  -1.20116  2.44775  0.297
H  -1.49822  -2.05614  0.06004  0.338

Forces on atoms 1 to 2 (eV/Å):
2.73 2.28 1.23
3.44 -1.57 -0.82

Properties
Spin multiplicity: 1
Structure (SMILES): CC(C)NCO

---

# 9
DFT (ωB97M-V/def2-TZVPD) results for 2 unconnected molecules or ions with the total composition C4H11NO in a non-equilibrium geometry.

Each line ends with the Mulliken charge.
Positions of all 17 atoms, in Å:
C  1.09398  1.36727  1.18962  -0.228
N  0.76506  0.33453  0.54813  -0.461
C  -0.25948  -0.53173  1.08375  -0.696
C  -0.99986  -1.23372  -0.06886  -0.496
C  -0.03853  -2.13406  -0.85049  -1.016
H  0.39793  1.95406  1.80759  0.280
H  2.13926  1.65824  1.29800  0.265
H  0.14956  -1.26643  1.77949  0.349
H  -0.99730  0.00389  1.70989  0.420
H  -1.84410  -1.80326  0.31540  0.331
H  -1.40787  -0.42724  -0.67697  0.316
H  -0.45689  -3.10039  -1.14477  0.357
H  0.29460  -1.59004  -1.73107  0.228
H  0.81755  -2.48511  -0.27135  0.304
O  -0.37259  2.04259  -1.43085  -0.631
H  0.25782  1.38532  -1.09738  0.366
H  -0.04654  2.34656  -2.28131  0.310

Forces on atoms 1 to 2 (eV/Å):
-0.26 0.16 0.84
1.75 -1.19 1.22

Properties
Spin multiplicity: 1
Structure (SMILES): C=NCCC.O

---

# 10
DFT (ωB97M-V/def2-TZVPD) results for C4H11NO in the gas phase in a non-equilibrium geometry.

Each line ends with the Mulliken charge.
Positions of all 17 atoms, in Å:
C  -2.02947  0.89156  -0.49336  -0.795
N  -1.32615  0.93537  0.80306  -0.386
C  -0.02253  0.16241  0.94253  -0.534
C  0.71597  -0.29105  -0.32259  0.307
C  2.19624  -0.05507  -0.28717  -1.620
O  0.40506  -1.65800  -0.63082  -0.525
H  -3.08518  1.06056  -0.32795  0.276
H  -1.62262  1.61144  -1.21531  0.282
H  -1.85700  -0.07298  -0.96242  0.320
H  -1.01747  1.88528  0.98447  0.280
H  -0.23195  -0.71824  1.54666  0.195
H  0.60166  0.87383  1.48015  0.373
H  0.34930  0.22647  -1.20495  0.336
H  2.62010  -0.44266  -1.20728  0.352
H  2.60778  -0.51780  0.61825  0.400
H  2.42197  1.00952  -0.21521  0.384
H  0.78148  -2.15782  0.08231  0.354

Forces on atoms 1 to 2 (eV/Å):
1.03 -0.10 0.22
1.20 -0.16 -0.17

Properties
Spin multiplicity: 1
Structure (SMILES): CNC[C@@H](C)O

---

# 11
DFT (ωB97M-V/def2-TZVPD) results for C4H11NO in the gas phase in a non-equilibrium geometry.

Each line ends with the Mulliken charge.
Positions of all 17 atoms, in Å:
C  -0.39690  1.52047  -2.05484  -0.970
C  0.59822  1.15916  -0.94088  -0.344
O  0.07110  0.57408  0.21151  -0.334
C  -0.37443  -0.77925  0.08486  -0.607
N  -0.67693  -1.36303  1.30431  -0.288
C  0.38222  -1.40114  2.30624  -0.792
H  -0.72888  2.55029  -1.87588  0.258
H  -1.23473  0.85340  -2.20662  0.340
H  0.18435  1.68307  -2.96790  0.312
H  1.32644  0.45386  -1.37535  0.306
H  1.12994  2.04151  -0.66203  0.300
H  0.39810  -1.33520  -0.48487  0.365
H  -1.16157  -0.75903  -0.65723  0.361
H  -1.58659  -1.12231  1.66167  0.280
H  0.95039  -2.32933  2.37478  0.259
H  -0.01373  -1.08651  3.26499  0.308
H  1.13299  -0.66003  2.01722  0.245

Forces on atoms 1 to 2 (eV/Å):
0.73 1.51 0.22
-0.15 -1.50 -1.12

Properties
Spin multiplicity: 1
Structure (SMILES): CCOCNC

---

# 12
DFT (ωB97M-V/def2-TZVPD) results for C4H11NO in the gas phase.

Each line ends with the Mulliken charge.
Positions of all 17 atoms, in Å:
N  -2.03468  -0.39228  1.43495  -0.557
C  -1.35654  0.75622  0.85462  -0.576
C  0.16738  0.75624  0.94981  -0.589
C  0.87602  -0.39507  0.22171  -0.532
C  0.58577  -0.53244  -1.27374  -0.425
O  1.67527  -0.05581  -2.07658  -0.542
H  -2.22029  -0.24462  2.41752  0.249
H  -1.49451  -1.24565  1.36838  0.233
H  -1.74142  1.64362  1.34602  0.349
H  -1.64811  0.88768  -0.19668  0.268
H  0.53131  1.72873  0.59280  0.292
H  0.45672  0.71328  2.00066  0.314
H  1.94576  -0.26017  0.36213  0.311
H  0.61105  -1.32130  0.73104  0.392
H  0.37672  -1.57799  -1.50157  0.282
H  -0.26761  0.05709  -1.59397  0.215
H  2.22777  -0.80939  -2.29500  0.316

Forces on atoms 1 to 2 (eV/Å):
-0.17 -0.20 0.11
0.17 0.10 -0.31

Properties
Spin multiplicity: 1
Structure (SMILES): NCCCCO

---

# 13
DFT (ωB97M-V/def2-TZVPD) results for 2 unconnected molecules or ions with the total composition C4H11NO in a non-equilibrium geometry.

Each line ends with the Mulliken charge.
Positions of all 17 atoms, in Å:
C  0.92032  0.49119  -1.25218  -1.161
C  1.29073  0.68338  0.20146  0.791
C  1.65952  2.09473  0.61657  -1.266
C  1.67549  -0.30875  1.00440  -0.444
N  1.44323  -1.73812  0.81311  -0.667
H  0.73241  -0.54186  -1.51599  0.345
H  1.78429  0.81298  -1.83500  0.260
H  0.01033  1.02500  -1.52928  0.304
H  0.92509  2.87967  0.44844  0.350
H  2.56501  2.35727  0.06255  0.268
H  1.87195  2.17495  1.68217  0.336
H  2.20050  -0.13904  1.93426  0.338
H  0.55319  -1.91601  1.26273  0.273
H  1.23848  -1.85172  -0.17238  0.274
O  -6.35802  -2.35016  -0.52520  -0.635
H  -5.95040  -2.00313  -1.30142  0.316
H  -6.56211  -1.67037  0.10575  0.319

Forces on atoms 1 to 2 (eV/Å):
-0.31 -0.08 0.60
0.82 0.26 0.10

Properties
Spin multiplicity: 1
Structure (SMILES): CC(C)=CN.O

---

| no. | energy (Eh) |
| --- | --- |
| 1 | -432.61032 |
| 2 | -288.89316 |
| 3 | -288.97975 |
| 4 | -288.69833 |
| 5 | -288.92309 |
| 6 | -288.81011 |
| 7 | -289.00494 |
| 8 | -288.89929 |
| 9 | -288.94023 |
| 10 | -288.96275 |
| 11 | -288.95677 |
| 12 | -288.97819 |
| 13 | -288.96252 |